(1)
A structure of composition C21H31F5IrOP2 in a non-equilibrium geometry. Source: the OMol25 dataset; level of theory: ωB97M-V/def2-TZVPD.

The molar mass comes out at 648.633 u. The spin multiplicity is 6. The calculation puts the gap between HOMO and LUMO (alpha / beta) at 5.604 / 4.094 eV. The relative energy (zero: lowest compared OMol25 entry of this formula, charge and spin) comes out at 6.4 kcal/mol. The LUMO energy (alpha / beta) comes out at -6.0 / -9.9 eV. As for the charge: +2. Its energy is -2179.34222 Ha.

Geometry as XYZ:
```
61
C21H31F5IrOP2 (ωB97M-V/def2-TZVPD)
P -1.70522 2.16578 0.89971
P -1.99420 -1.96951 -0.71022
C -3.37202 0.32923 0.07015
C -3.30517 -1.17183 0.28557
H -3.76100 0.68904 -0.90529
H -3.76630 0.93234 0.91968
H -3.12688 -1.35305 1.36439
H -4.19445 -1.63117 -0.11988
C -2.46029 -2.02892 -2.47923
H -1.92062 -2.84708 -2.98552
H -2.13977 -1.07195 -2.95199
H -3.54433 -2.17421 -2.58604
C -1.94922 -3.58656 0.12218
H -2.88067 -4.13476 -0.14604
H -1.92292 -3.42824 1.21172
H -1.06605 -4.16924 -0.18110
C -2.03863 3.69116 0.04443
H -1.35210 4.49171 0.31950
H -3.08020 3.96379 0.26010
H -1.95411 3.52812 -1.03462
C -2.12176 2.08150 2.70150
H -2.05809 1.06623 3.11517
H -3.15882 2.42133 2.79871
H -1.46133 2.70982 3.31736
Ir -1.52670 0.43489 -0.51943
C -6.09666 -0.61177 -0.69400
C -5.48268 -0.16351 -1.80875
C -6.11363 0.92253 -2.64667
C -6.36177 2.22284 -1.86709
C -5.36240 2.47884 -0.78311
C -5.53501 2.10657 0.49758
C -6.69147 1.24802 0.99658
C -7.16475 0.10685 0.08135
C 0.11419 1.29999 0.54215
H -5.99336 -1.66464 -0.36748
H -4.67971 -0.74241 -2.28985
H -7.08661 0.55891 -3.00088
H -5.43838 1.09608 -3.49288
H -6.29413 3.05672 -2.57583
H -7.33861 2.18628 -1.37540
H -4.51829 3.10976 -1.07756
H -4.95116 2.58134 1.30745
H -7.55401 1.90302 1.16382
H -6.35867 0.84828 1.96240
H -7.60312 -0.64702 0.74043
H -7.91205 0.46717 -0.63269
H 0.52791 0.48918 1.16631
H 0.23497 2.29263 1.05582
H 0.63547 1.39820 -0.42625
F 5.18977 -2.67656 0.25799
C 4.00895 -2.08663 0.02072
C 2.85118 -2.62001 0.59774
F 2.97168 -3.67995 1.45178
C 1.60595 -2.12152 0.23940
F 0.56403 -2.55098 1.00005
C 1.36797 -1.19651 -0.82869
O 0.16938 -0.82931 -1.25356
C 2.60120 -0.69193 -1.37317
F 2.53420 0.28645 -2.28913
C 3.86964 -1.11624 -0.98090
F 5.00102 -0.68376 -1.59572
```

(2)
A structure of composition C2H2CaLiO2 in a non-equilibrium geometry. Source: the OMol25 dataset; level of theory: ωB97M-V/def2-TZVPD.

The molar mass comes out at 105.055 u. The spin multiplicity is 1. The calculation puts the gap between HOMO and LUMO at 5.842 eV. The relative energy (zero: lowest compared OMol25 entry of this formula, charge and spin) comes out at 84.6 kcal/mol. The LUMO energy comes out at -5.3 eV. As for the charge: +1. Its energy is -912.73284 Ha.

Geometry as XYZ:
```
8
C2H2CaLiO2 (ωB97M-V/def2-TZVPD)
H 1.06336 1.21282 0.03482
O -0.09000 -1.69389 -0.15593
C 0.25796 -0.68543 0.46067
C -0.20115 0.67108 -0.05065
O -0.95050 0.71533 -1.12654
Li -1.77075 -0.83080 -1.59323
Ca 2.29898 -0.57561 1.57408
H -0.60791 1.18650 0.85677
```

(3)
The ion C3H7NO2 with charge +1 in a non-equilibrium geometry. Source: the OMol25 dataset; level of theory: ωB97M-V/def2-TZVPD.

The molar mass comes out at 89.094 u. The spin multiplicity is 2. The calculation puts the gap between HOMO and LUMO (alpha / beta) at 12.556 / 7.708 eV. The relative energy (zero: lowest compared OMol25 entry of this formula, charge and spin) comes out at 0.0 kcal/mol. The LUMO energy (alpha / beta) comes out at -3.3 / -8.1 eV. As for the charge: +1. Its energy is -323.43124 Ha.

Geometry as XYZ:
```
13
C3H7NO2 (ωB97M-V/def2-TZVPD)
C 1.06663 -1.17841 -1.34769
N 0.14816 -0.75673 -0.30689
C -0.02677 0.60999 -0.00591
C -1.04775 0.78389 1.12184
O -0.77137 1.80840 1.91549
O -1.84047 -0.09020 1.33491
H 0.53525 -1.83584 -2.02551
H 1.39597 -0.29052 -1.87936
H 1.93564 -1.63346 -0.86883
H -0.67562 -1.31497 -0.05065
H 0.87900 1.17413 0.23655
H -0.42323 1.10719 -0.90841
H -1.17544 1.61651 2.78445
```